Below is C12H21N5O3 as an isolated structure in a non-equilibrium geometry, with properties calculated with ωB97M-V/def2-TZVPD.

XYZ file:
```
41
Properties=species:S:1:pos:R:3:forces:R:3:lowdin_charge:R:1
N -0.29381 0.49771 -0.65552 -0.9 0.0 -2.2 0.10
H 2.28854 0.01755 -0.01997 1.0 1.8 -0.2 0.10
H -3.17492 1.36944 0.86493 3.8 2.1 -2.5 0.20
H -0.36127 -0.22507 -3.31771 -0.2 0.2 1.3 0.13
H -4.06706 4.50153 4.32290 2.4 -1.0 -0.8 0.16
H -0.86232 -1.60800 -2.32191 -1.1 0.2 1.2 0.09
C -0.16104 0.60717 0.63893 3.1 0.2 2.5 -0.43
H -2.08794 4.22472 6.05960 -0.5 -1.2 -2.4 0.18
H 3.14786 -3.09502 -3.28438 -0.3 0.5 0.0 0.12
H 2.71691 -5.12479 -2.20994 1.0 0.5 1.3 0.07
N -2.13343 1.90256 0.31042 -6.1 0.7 3.6 -0.02
C -1.40825 1.05715 2.71973 0.3 1.9 -0.4 -0.09
C 0.68707 -0.28184 -1.34708 -0.3 -2.2 -1.7 -0.21
C -3.08167 3.89192 4.11323 -1.8 1.8 2.5 -0.23
O 2.35544 0.64923 -2.96246 -1.2 0.1 2.8 0.10
H -0.30768 2.45950 5.17618 -0.8 -0.1 0.1 0.12
C -0.03368 -0.99113 -2.56956 1.0 1.3 -2.0 -0.11
C -1.82405 2.32802 3.49335 2.3 -2.9 0.9 -0.32
H -0.44837 0.63497 3.01816 0.0 0.4 0.6 0.11
N -2.83664 3.11939 3.11076 -1.2 -0.7 -0.7 0.08
H 1.03743 -0.97731 -0.51592 -0.4 0.1 -1.5 0.16
C 0.58696 -1.97568 -3.61740 -1.1 0.4 2.1 -0.19
H 0.93290 -3.93048 -3.58433 0.4 -2.9 -2.8 0.07
C 1.04360 -3.20145 -2.89608 -0.3 -0.4 0.4 -0.24
O 2.76944 0.61584 -0.68946 -1.3 -1.0 -0.8 0.07
H -2.06860 0.19024 2.73758 -0.7 0.4 0.0 0.12
H 1.40436 -1.60189 -4.15719 1.0 0.9 -0.9 0.09
H 4.04880 -4.21009 -1.44800 -3.3 -0.6 -0.6 0.12
C 1.97398 0.45501 -1.80961 1.6 -0.6 -0.6 -0.41
C -1.09803 1.52993 1.31788 0.3 1.6 -1.3 -0.37
C -1.28523 2.65634 4.73173 -2.0 1.6 -1.0 -0.02
C 2.46659 -3.16514 -2.42863 0.9 -1.5 0.7 -0.27
H 0.28821 -3.62875 -2.25268 -0.1 0.7 1.4 0.12
O 0.87109 0.20886 1.29877 -2.3 0.1 -1.8 -0.02
H -2.49345 2.97881 0.43894 1.5 -3.4 -0.1 0.12
H -1.18173 0.82826 -1.14230 1.7 -0.3 1.2 0.17
N 2.94113 -4.32522 -1.55939 1.2 0.0 -1.7 -0.04
H 2.56520 -2.35486 -1.78716 0.6 2.0 0.8 0.07
H -0.44056 2.44333 1.38839 -0.5 -0.7 0.3 0.18
H -0.28623 -2.15575 -4.29553 0.9 -0.1 0.4 0.13
N -2.18954 3.68500 5.13075 1.6 0.7 2.1 0.01
```
Forces are in eV/Å.

Values from the calculation:
**Gap between HOMO and LUMO**: 9.6 eV
**E_HOMO**: -8.99 eV
**Calculated total energy**: -26374.52355 eV
**2S+1**: 1
**Energy relative to the best compared isomer or geometry (same formula, charge and spin)**: 475.5 kJ/mol
**F_max**: 7.2 eV Å⁻¹
**Molecular weight**: 283.33 g/mol

=====

Below is C10H15F12N3NiO10S4 as an isolated structure in a non-equilibrium geometry, with properties calculated with ωB97M-V/def2-TZVPD.

XYZ file:
```
55
Properties=species:S:1:pos:R:3:forces:R:3:mulliken_spin:R:1
H 30.85595 -20.31777 -4.36206 -0.2 0.5 -0.1 0.00
F 35.09093 -19.50841 -0.13820 0.2 0.4 0.3 0.00
O 33.14027 -17.97876 1.32535 -0.1 -0.8 -0.2 0.00
O 29.72719 -16.45532 -0.03798 -0.8 0.0 0.7 0.01
C 30.22228 -16.25030 1.28290 0.6 0.5 0.6 0.00
F 25.57239 -19.66286 -3.94767 0.3 0.1 -0.1 0.00
C 30.79323 -16.42024 -3.17853 0.0 0.7 -0.5 0.00
C 34.03417 -19.34724 -0.89012 -0.7 -0.4 0.2 0.00
H 30.34557 -14.70566 -0.79537 0.0 0.1 -0.2 0.00
O 32.56119 -17.05527 -0.80461 -0.3 -1.2 -0.6 0.00
N 27.88696 -18.84810 -0.86854 -3.6 -0.1 1.4 -0.01
S 26.72087 -18.19698 0.27181 0.9 2.1 0.5 0.00
O 30.80792 -18.80219 -2.88820 0.0 0.3 -0.4 0.00
N 29.41050 -16.64338 -2.70479 -0.2 0.1 0.2 0.06
Ni 29.73248 -18.22186 -1.13849 0.2 1.1 -1.1 1.87
H 30.70125 -20.83280 -2.71098 0.0 0.2 0.1 0.00
H 31.41294 -15.92777 -2.43370 -0.1 -0.4 0.3 0.00
H 31.17734 -17.96143 -4.72490 -0.2 0.2 -0.1 0.00
H 30.74851 -15.71793 -4.01812 0.2 0.0 -0.1 0.00
C 29.38559 -15.22259 -0.66282 1.2 0.2 -0.8 0.00
H 29.56327 -15.67216 1.93550 -0.6 -0.1 -0.5 0.00
H 28.69107 -14.64929 -2.62326 0.3 0.2 0.2 0.00
N 31.20926 -19.12013 -0.11638 2.9 0.2 0.8 0.02
H 32.26462 -20.20870 -3.29751 0.0 0.0 0.0 0.00
C 31.39034 -17.74093 -3.67735 -0.3 -0.5 0.7 0.01
H 27.69506 -15.79480 -1.81192 0.1 -0.5 0.0 0.00
O 27.03608 -16.79452 0.45892 0.4 -0.9 -0.2 0.00
F 31.34394 -22.32256 -0.69556 0.3 0.0 -0.2 0.00
C 27.27542 -19.00266 1.92592 0.2 0.0 -1.3 0.00
F 30.49693 -22.70921 1.25367 0.4 -0.1 0.2 0.00
C 26.25366 -18.84236 -3.15084 -0.1 -1.0 0.5 0.00
O 28.17561 -20.57287 -2.60235 -0.4 0.9 0.3 0.00
C 31.18012 -20.08924 -3.34326 0.3 -0.9 0.1 0.00
F 26.29374 -19.05584 2.78409 -0.6 0.2 0.3 0.00
F 34.36607 -18.74373 -2.02511 0.1 0.3 -0.1 0.00
F 33.54003 -20.53593 -1.19434 -0.1 -0.1 -0.3 0.00
H 28.88817 -16.65466 -3.57564 -0.3 -1.0 0.3 0.00
S 32.70695 -18.26045 -0.00918 -0.5 1.8 -0.1 0.01
O 30.59153 -19.97909 2.21479 0.0 0.1 -1.4 0.00
O 25.33549 -18.44106 0.01566 0.7 -1.1 -0.1 0.01
F 27.20391 -18.21637 -3.84555 0.1 0.1 -0.3 0.00
F 29.40354 -21.51384 -0.15135 0.1 -0.1 -0.3 0.00
C 28.74201 -15.54105 -1.98728 -0.1 0.7 -0.1 -0.01
S 31.36777 -20.25433 1.02551 -0.9 -2.1 2.7 0.00
F 25.41285 -17.94485 -2.67922 0.1 0.3 0.2 0.00
F 27.71288 -20.21171 1.66217 0.0 -0.6 0.0 0.00
H 32.47128 -17.78869 -3.53830 0.0 0.3 0.0 0.00
C 30.63338 -21.81883 0.29176 -1.1 1.1 0.3 0.00
S 27.12427 -19.92519 -1.84035 0.7 -1.7 -1.3 0.00
O 32.71783 -20.68035 1.27117 0.2 0.5 -0.6 0.00
H 31.13376 -15.65099 1.19891 0.2 -0.3 0.1 0.00
H 28.77656 -14.52202 -0.09077 -0.3 -0.6 0.4 0.00
H 30.40127 -17.19595 1.78598 0.2 -0.1 -0.3 0.00
F 28.26119 -18.27410 2.41202 0.1 0.3 0.1 0.00
O 26.13263 -20.80186 -1.27498 0.6 1.3 0.1 0.01
```
Forces are in eV/Å.

Values from the calculation:
**Gap between HOMO and LUMO (spin up / spin down)**: 11.0 / 9.6 eV
**E_HOMO (spin up / spin down)**: -10.93 / -10.92 eV
**Calculated total energy**: -152549.17861 eV
**2S+1**: 3
**Energy relative to the best compared isomer or geometry (same formula, charge and spin)**: 150.3 kJ/mol
**F_max**: 3.8 eV Å⁻¹
**Molecular weight**: 752.18 g/mol

=====

Below is C18H51N2O10Zn as an isolated structure in a non-equilibrium geometry, with properties calculated with ωB97M-V/def2-TZVPD.

XYZ file:
```
82
Properties=species:S:1:pos:R:3:forces:R:3:lowdin_charge:R:1
C -0.69199 3.39583 5.04963 0.0 0.0 -0.7 -0.02
C 0.44902 -1.56908 4.87488 0.0 0.2 0.2 -0.04
H 0.65950 -1.38552 -0.73093 0.2 0.0 0.4 0.08
C 1.48977 0.62502 -3.10686 0.4 -0.6 -0.8 -0.16
H -1.84551 -3.56618 0.28477 0.0 -0.2 0.0 0.08
H -1.16253 4.28146 -1.48626 -0.4 -0.1 0.0 0.04
Zn -2.01162 2.34629 1.14575 0.5 -1.1 -0.3 0.98
H 1.31842 -2.19355 4.67541 0.0 0.1 -0.4 0.09
H -0.22639 -2.16323 5.49683 0.0 0.0 0.0 0.09
H 4.04849 -3.11325 -2.08588 0.1 -0.1 0.1 0.14
H -2.85058 2.82492 3.75235 -0.2 -0.1 -0.5 0.12
H -1.65891 -1.85703 2.11310 0.1 0.2 0.0 0.06
H 1.78390 2.44827 0.66382 0.0 0.0 -0.1 0.11
H 1.94329 -0.36183 -2.96703 0.0 0.2 0.3 0.07
C 1.00821 3.18778 0.48040 0.0 0.1 -0.8 -0.02
C -1.70180 4.02342 -3.56388 -1.0 -0.6 0.9 -0.47
C 1.11735 -2.35832 -0.90243 0.0 0.3 -1.3 -0.11
H 0.13988 4.03148 5.35071 0.0 0.1 -0.2 0.09
C -0.92302 3.35303 3.52860 0.3 -0.2 1.0 -0.38
H -0.79032 -4.64777 -1.58843 0.1 0.4 0.0 0.08
O -1.40484 -0.22513 4.17619 0.1 0.4 0.0 -0.10
H 1.64107 0.85938 -4.16380 -0.3 0.1 0.0 0.09
H -3.78350 4.65911 -3.40554 0.1 -0.1 -0.1 0.08
O -2.04921 -3.25441 -0.60103 0.2 0.6 0.1 -0.13
H -0.06001 5.04056 -2.54390 -0.1 0.3 -0.4 0.08
N 4.30534 -5.19594 -0.39256 -0.7 -0.9 0.0 0.02
C -1.81731 -4.28270 -1.55282 -0.8 -1.0 0.0 -0.12
H -1.21714 4.34976 3.19333 0.2 0.0 -0.2 0.15
O -1.70206 1.71115 -0.85601 -0.2 0.0 0.0 -0.02
O -0.09861 2.94609 1.37082 0.6 0.3 0.4 -0.28
C 4.71359 -3.04646 0.61993 -0.9 -0.2 -0.4 -0.05
C 3.20758 -3.34753 -1.43887 -0.8 0.3 0.5 -0.19
H -2.45458 -5.14501 -1.32174 0.1 0.0 0.1 0.09
H 2.27562 2.38176 -2.78729 -0.1 0.0 -0.1 0.07
H -1.69425 5.77318 -2.28594 0.2 0.1 0.0 0.08
H -1.59189 3.82833 5.48657 0.0 -0.3 0.4 0.09
H 5.60747 -2.99913 0.00250 0.1 0.0 0.1 0.08
H 4.34439 -2.03668 0.79791 0.0 0.0 0.1 0.07
H -1.98670 -0.76624 4.72325 0.0 0.0 0.0 0.11
O -1.95537 0.34954 0.81330 -0.3 -0.9 0.4 -0.03
H 4.55394 -5.71589 0.44944 0.3 0.6 0.1 0.07
C 0.29824 2.89622 2.75403 -0.6 1.2 -0.1 -0.14
H 1.04606 3.66763 2.94703 0.3 -0.3 -0.2 0.15
H 3.60906 -5.84194 -0.77498 0.1 0.3 -0.4 0.07
H -2.03392 -1.28184 -0.77443 0.4 -0.5 -0.5 0.12
H -1.51071 -2.92683 3.52574 -0.1 0.3 0.2 0.09
H 2.80535 -4.04374 0.58006 -0.2 0.2 -0.1 0.12
H -2.03377 -0.49034 -3.19891 0.0 0.3 -0.3 0.03
H -1.89236 1.54235 3.66781 0.1 -0.3 -0.5 0.08
H 1.39680 4.20327 0.58426 -0.1 0.0 0.5 0.11
H -2.16786 -3.94739 -2.52579 0.3 0.3 0.0 0.08
H -0.19200 -2.81748 2.42893 0.0 0.2 -0.1 0.08
O 2.17531 1.56397 -2.29713 -0.2 0.1 0.5 -0.11
C -1.11614 -1.40988 -4.61641 0.4 0.2 0.2 -0.14
C -0.34114 -1.07300 3.67460 -0.9 -0.6 0.1 -0.45
H 0.41754 0.52460 -2.91842 0.0 0.4 0.2 0.05
C -0.98232 -2.21224 2.88758 0.6 -0.5 -0.2 -0.05
H 0.63853 3.12955 -0.54100 0.0 -0.4 0.1 0.07
H 4.90682 -3.54411 1.56961 0.3 0.2 0.1 0.07
N -2.06902 2.45264 3.21094 -0.2 0.6 0.3 0.05
O -1.92735 -0.33774 -4.14754 -0.2 -0.5 0.0 -0.12
H -1.35264 2.17876 -2.98280 -0.1 0.2 0.0 0.04
H -1.18076 -1.50518 -5.69878 -0.2 0.2 0.0 0.08
C -1.12932 4.85011 -2.42403 0.4 -0.2 0.4 -0.06
H 0.59963 -2.73651 -1.79419 -0.2 -0.3 0.2 0.08
H -0.46940 2.38246 5.38559 -0.3 0.0 0.3 0.09
O 2.46077 -2.14358 -1.27710 0.2 0.0 0.4 -0.19
C 3.65424 -3.90251 -0.09687 1.3 -0.5 0.2 -0.45
C -3.19267 3.74183 -3.29349 0.0 1.1 0.0 -0.05
O -1.03612 2.77782 -3.67013 0.7 0.3 -0.5 -0.06
H -3.31399 3.45535 -2.24492 0.0 -0.3 -0.1 0.06
H 0.97596 -3.03730 -0.06071 0.1 0.0 0.1 0.08
H -0.06915 -1.20344 -4.35664 0.0 -0.2 -0.1 0.06
H 2.57169 -4.09629 -1.93091 0.1 0.0 -0.2 0.12
H 0.76672 -0.71516 5.47456 0.1 0.0 0.0 0.08
H -3.62884 2.99967 -3.95602 0.2 -0.2 0.0 0.08
C -1.78858 0.51640 -0.42682 0.0 1.2 -0.3 -0.71
H -1.39683 -2.37807 -4.18847 -0.1 0.1 0.0 0.06
H 0.21487 -0.43138 2.99303 0.2 0.0 0.1 0.13
O -1.71841 -0.49656 -1.27865 -0.5 0.2 1.1 0.13
H 0.66936 1.90332 3.00535 0.0 -0.1 0.1 0.14
H -1.59235 4.60115 -4.48225 0.2 -0.4 -0.2 0.14
```
Forces are in eV/Å.

Values from the calculation:
**Gap between HOMO and LUMO**: 7.5 eV
**E_HOMO**: -11.28 eV
**Calculated total energy**: -91360.29025 eV
**2S+1**: 1
**Energy relative to the best compared isomer or geometry (same formula, charge and spin)**: 0.0 kJ/mol
**Total charge**: +1
**F_max**: 1.5 eV Å⁻¹
**Molecular weight**: 521.00 g/mol